# 1
Molecular formula: C25H26BF24O5
Method: DFT, the ωB97M-V functional and the def2-TZVPD basis

```
81
Properties=species:S:1:pos:R:3:mulliken_charge:R:1
F 3.0843 -2.2607 10.6076 -0.261
F -4.8683 6.6045 -3.3123 -0.340
F 3.7762 -2.7601 8.5910 -0.216
F -9.6731 3.2528 -0.7193 -0.263
F 1.6877 -4.1577 7.3207 -0.245
F -7.5685 4.8003 -0.1103 -0.302
F 0.9858 -2.1563 8.9361 -0.290
F 3.2439 -2.4185 5.7036 -0.299
F -6.5974 5.3768 -3.8952 -0.282
F -2.4484 4.6682 -5.3456 -0.326
F 1.6311 -0.1883 9.5985 -0.313
F -0.3216 0.5562 -4.0760 -0.214
F 2.1423 1.6129 -6.3188 -0.304
F -7.1694 7.9599 -3.4617 -0.268
F -2.4992 4.0279 -2.7642 -0.273
F -0.5194 3.1052 -2.8874 -0.198
F 1.5493 2.6886 -4.5254 -0.286
F -8.0538 6.7332 -1.8812 -0.230
F 1.4827 -2.2664 4.3914 -0.318
F -7.1068 2.6799 0.0167 -0.302
F -8.9339 4.1808 -2.5594 -0.221
F -2.3608 2.5064 -4.9591 -0.285
F 2.0292 -4.7591 5.2438 -0.238
F 1.8141 0.0688 -4.0766 -0.214
O 3.8263 -6.3284 -1.2547 -0.754
O 2.0910 -0.7824 7.5385 -0.386
O -6.3060 3.8080 -1.6865 -0.400
O 5.5113 -5.1255 -2.3399 -0.705
O 0.0741 2.3303 -6.1832 -0.397
C 3.2975 -1.7713 9.3635 0.193
C -7.3687 3.6918 -0.8456 0.838
C 3.2002 -3.3595 -0.8416 -0.139
C 2.1215 -1.8384 1.2181 -0.767
C -0.4776 3.5974 -5.9034 -0.816
C 1.3287 -0.0613 -0.4099 -1.406
C 2.7700 -3.0402 1.4905 -0.540
C 4.7079 -5.9225 -0.2612 -0.019
C 3.3223 -3.8218 0.4732 0.520
C -5.5559 5.0009 -1.7980 -0.388
C 0.7812 0.4560 -4.8456 0.212
C -8.6449 3.2843 -1.5973 0.201
C 2.5519 -2.1517 -1.1069 -0.950
C 1.8996 -2.4591 5.6762 1.035
C 1.9642 -1.2441 8.8103 0.815
C -6.8896 7.1755 -2.3964 0.048
C -1.3302 4.0081 -3.4579 0.041
C -6.0141 6.0066 -2.8593 0.945
C 1.3139 -1.2817 6.4650 -0.857
C 5.8489 -5.1478 -0.9895 -0.682
C 1.1192 1.8226 -5.4600 0.788
C -1.6466 3.6443 -4.9127 0.937
C 2.0045 -1.3747 -0.0936 1.024
C 1.4044 -3.8645 6.0323 0.099
C 4.0196 -5.1208 0.8481 -1.054
B 4.5538 -6.2538 -2.5735 1.021
H 1.2867 -0.4613 5.7499 0.401
H 0.7751 -0.1372 -1.3482 0.194
H 6.8094 -5.6657 -0.8171 0.346
H -0.9111 3.9212 -6.8487 0.416
H 5.1503 -7.3177 -2.8054 -0.333
H -0.8750 4.9997 -3.3989 0.287
H -4.5742 4.6762 -2.1350 0.064
H -8.5125 2.2969 -2.0421 0.246
H 5.1654 -6.8011 0.2336 0.281
H 3.6068 -3.9365 -1.6599 0.381
H 0.2886 -1.4900 6.7707 0.345
H 5.9692 -4.1209 -0.6094 0.247
H 3.3005 -5.7642 1.3675 0.362
H 2.4711 -1.8158 -2.1362 0.510
H -5.4307 5.4890 -0.8311 0.416
H 4.0236 -0.9580 9.4123 0.243
H 0.2883 4.3222 -5.6262 0.339
H 3.7643 -5.9613 -3.4821 -0.295
H 4.7964 -4.8708 1.5860 0.334
H 0.6207 0.2131 0.3758 0.366
H 0.6093 -0.2781 -5.6346 0.238
H -6.3640 7.7724 -1.6468 0.295
H 0.3254 -3.9393 5.8746 0.297
H 2.0660 0.7402 -0.5139 0.279
H 1.7064 -1.2543 2.0353 0.333
H 2.8600 -3.3904 2.5140 0.438
```

Results
net charge: -1

# 2
Molecular formula: C30H24N11OSZn
Method: DFT, the ωB97M-V functional and the def2-TZVPD basis

```
68
Properties=species:S:1:pos:R:3:mulliken_charge:R:1
Zn -0.4851 0.4775 2.6870 0.258
S 0.0165 -1.3828 6.9790 -0.359
O 1.5371 -1.7017 -3.1337 -0.247
N 1.1496 -2.1497 -5.2512 -0.495
N -1.4529 -3.2098 0.6284 0.918
N -2.3025 1.4310 2.2631 -0.278
N 1.0838 0.9942 1.4397 -0.150
N -0.9840 -3.6752 1.8037 -1.046
N -0.8626 -1.4445 1.7448 0.106
N 3.0935 1.0984 0.6409 0.812
N -0.1722 -0.2321 4.4562 -0.797
N 2.3378 -1.4298 -5.1639 -0.449
N -0.3094 2.6728 3.6271 -0.261
N 2.5218 2.2725 0.3075 -0.900
C -2.0536 -4.1451 -0.3213 -0.914
C -1.3786 -1.8829 0.6024 -0.396
C 2.2345 0.3455 1.3166 0.022
C 4.5237 0.5450 -1.2753 1.015
C 3.5443 -0.2133 -1.8985 -0.265
C -4.5398 2.7811 1.3108 -0.466
C -1.8469 -3.7753 -1.7674 0.690
C 5.5654 1.0678 -2.0276 -0.830
C 4.4532 0.7834 0.2124 -1.008
C -1.3179 4.8438 3.0444 -0.574
C -0.6716 -3.1948 -2.2205 0.137
C -4.4886 1.4166 1.2891 -1.022
C -3.3272 0.7799 1.7567 -0.226
C -2.8436 -4.0979 -2.6827 -0.921
C -2.3738 2.7905 2.3748 0.728
C -0.6425 -2.5927 2.4521 -0.436
C 4.6470 0.0802 -4.0213 -0.945
C -2.6621 -3.8598 -4.0379 -0.702
C -2.3720 5.5747 2.4538 -0.759
C -1.4920 -3.2740 -4.4909 -0.970
C 1.3186 2.1774 0.8069 -0.519
C 5.6291 0.8266 -3.3952 -0.709
C 0.7203 -2.2858 -4.0484 0.582
C -1.3181 3.4768 3.0332 -0.008
C 3.5975 -0.4379 -3.2672 -0.044
C 2.5272 -1.1911 -3.9162 0.595
C -3.4625 3.5163 1.8530 0.853
C -3.4372 4.9310 1.8961 -0.878
C -0.0896 -0.7188 5.5283 0.778
C -0.5010 -2.9340 -3.5750 0.089
H -2.3418 6.6550 2.4805 0.406
H 2.4620 -0.6357 1.7008 0.456
H -0.6044 2.2748 4.5160 0.298
H 0.1255 -2.9509 -1.5297 0.660
H 4.6776 -0.0994 -5.0870 0.538
H 5.0901 1.6133 0.5122 0.434
H 0.5869 2.9640 0.7216 0.573
H -3.7661 -4.5476 -2.3358 0.426
H -1.6813 -1.2852 -0.2419 0.650
H -5.4009 3.3121 0.9247 0.433
H -3.4409 -4.1225 -4.7404 0.421
H 0.5473 3.1882 3.7869 0.258
H -1.3382 -3.0687 -5.5411 0.522
H -3.1190 -4.2160 -0.0997 0.435
H 2.7186 -0.6188 -1.3275 0.773
H -0.5154 5.3747 3.5416 0.412
H -5.3033 0.8226 0.9022 0.414
H 6.4444 1.2370 -3.9747 0.410
H 6.3271 1.6716 -1.5502 0.414
H -0.2321 -2.6016 3.4479 0.404
H -3.2316 -0.2968 1.7042 0.701
H -1.6053 -5.1102 -0.0868 0.312
H 4.7579 -0.0984 0.7783 0.240
H -4.2705 5.4844 1.4838 0.404
```

Results
net charge: +1

# 3
Molecular formula: C6H24O6
Method: DFT, the ωB97M-V functional and the def2-TZVPD basis

```
36
Properties=species:S:1:pos:R:3:mulliken_charge:R:1
O 0.2492 -2.4874 1.7953 -0.599
O 3.6524 0.9920 0.6782 -0.732
O -0.0573 1.2861 -2.0676 -0.514
O 2.4034 0.9901 2.4060 -0.592
O -1.2300 0.3496 -0.7677 -0.695
O -2.1520 -1.1711 -1.0594 -0.936
C -0.1282 -1.5064 0.8826 -0.875
C -0.4696 0.7349 0.3055 -1.117
C 1.1591 0.3292 2.2458 0.859
C -1.0960 0.6599 -2.8328 -1.414
C 2.9745 0.0132 0.0232 -0.172
C -3.4419 -0.7850 -0.8102 -1.014
H 2.5446 -0.5771 0.8324 0.162
H -3.6666 0.2606 -1.0211 0.271
H 0.6432 -1.1400 0.2052 0.652
H -1.6904 -0.4179 -0.6835 1.139
H 1.2006 -2.6125 1.8224 0.327
H -0.5237 -0.7412 1.5504 0.270
H 3.1382 1.3503 1.4055 0.255
H 0.8947 -0.2016 3.1604 0.483
H 0.6008 1.5552 -2.7127 0.390
H 2.1290 0.4516 -0.5069 -0.108
H 0.5929 0.5145 0.2025 0.176
H -1.7412 1.4469 -3.2234 0.289
H 1.0377 -0.2721 1.3448 -2.078
H -0.7795 0.7158 -1.5322 1.162
H -0.9479 -1.9133 0.2905 0.496
H -0.7975 0.3747 1.2806 0.960
H -1.7583 -0.0322 -2.3128 0.491
H -0.5968 1.8088 0.4422 0.370
H 3.6073 -0.6107 -0.6081 0.363
H 0.3330 1.0313 2.1339 0.286
H -3.7481 -0.9453 0.2236 0.292
H -0.7872 0.0849 -3.7058 0.366
H 2.4540 1.8976 2.0968 0.530
H -4.0024 -1.4335 -1.4835 0.258
```

Results
net charge: 0
relative energy (zero: lowest compared OMol25 entry of this formula, charge and spin): 20.0024 eV

no.,LUMO energy (Eh),orbital gap (eV)
1,0.05958,5.47
2,-0.12244,7.07
3,0.00551,8.35